6 unconnected molecules or ions with the total composition C35H40BF15O16. Source: the Open Molecules 2025 dataset; level of theory: ωB97M-V with the def2-TZVPD basis set.

spin multiplicity = 1
HOMO level = -8.37 eV
LUMO level = 0.281 eV
structure (SMILES) = Cc1ccc(C(C)C)c(OCB(CCCF)CCC(F)(F)C(F)(F)C(F)(F)C(F)(F)F)c1.O=C1OC[C@@H](F)O1.O=C1OC[C@@H](F)O1.O=C1OC[C@@H](F)O1.O=C1OC[C@@H](F)O1.O=C1OC[C@@H](F)O1
energy = -4084.414936 hartree
ΔE to the lowest compared entry with this formula, charge and spin = 0.0 kcal per mole
frontier orbital gap = 8.653 eV

Geometry (Å):
1 C 2.31 -4.52 -1.10
2 C 2.74 -3.18 -1.61
3 C 4.02 -2.69 -1.52
4 C 4.32 -1.45 -2.01
5 C 3.39 -0.65 -2.59
6 C 3.76 0.71 -3.16
7 C 5.07 1.27 -2.62
8 C 3.93 0.52 -4.70
9 C 2.10 -1.12 -2.66
10 O 1.05 -0.39 -3.20
11 C 0.62 0.70 -2.35
12 B -0.58 0.29 -1.35
13 C -0.35 -0.61 -0.07
14 C -0.79 -2.10 -0.23
15 C -1.83 -2.53 0.78
16 F -1.18 -2.61 2.02
17 C -2.01 0.88 -1.75
18 C -3.09 -0.24 -1.80
19 C -4.29 0.12 -2.66
20 F -4.45 1.47 -2.62
21 F -5.42 -0.39 -2.13
22 C -4.22 -0.29 -4.19
23 F -4.29 0.83 -4.94
24 F -5.32 -1.00 -4.51
25 C -2.97 -1.05 -4.68
26 F -3.08 -1.10 -6.03
27 F -1.84 -0.39 -4.43
28 C -2.88 -2.56 -4.21
29 F -2.97 -3.39 -5.24
30 F -1.66 -2.75 -3.65
31 F -3.80 -2.86 -3.29
32 C 1.81 -2.37 -2.20
33 H 1.22 -4.56 -1.13
34 H 2.58 -4.70 -0.06
35 H 2.65 -5.34 -1.74
36 H 4.76 -3.32 -1.04
37 H 5.35 -1.14 -1.91
38 H 2.95 1.42 -3.05
39 H 5.03 1.55 -1.57
40 H 5.32 2.18 -3.17
41 H 5.89 0.59 -2.80
42 H 4.58 1.28 -5.13
43 H 4.43 -0.45 -4.84
44 H 2.97 0.45 -5.20
45 H 0.28 1.49 -3.02
46 H 1.44 1.13 -1.76
47 H 0.71 -0.60 0.20
48 H -0.89 -0.17 0.76
49 H -1.08 -2.38 -1.24
50 H 0.08 -2.72 0.00
51 H -2.15 -3.54 0.56
52 H -2.67 -1.84 0.85
53 H -2.30 1.56 -0.95
54 H -1.96 1.38 -2.71
55 H -2.65 -1.20 -2.02
56 H -3.48 -0.31 -0.78
57 H 0.80 -2.73 -2.29
58 C -3.11 -4.64 3.35
59 C -4.57 -4.40 3.02
60 O -5.23 -5.36 3.82
61 C -4.43 -5.57 4.92
62 O -4.79 -6.11 5.91
63 O -3.19 -5.07 4.71
64 F -4.83 -4.66 1.71
65 H -2.68 -5.43 2.74
66 H -2.51 -3.74 3.26
67 H -4.93 -3.40 3.27
68 C -0.59 5.25 1.80
69 C 0.18 5.07 0.52
70 O 0.25 3.66 0.41
71 C -0.86 3.16 1.03
72 O -1.25 2.05 0.89
73 O -1.45 4.09 1.80
74 F 1.44 5.56 0.61
75 H 0.04 5.23 2.68
76 H -1.18 6.17 1.82
77 H -0.30 5.48 -0.37
78 C 2.12 4.23 6.04
79 C 1.65 5.16 7.13
80 O 0.73 6.00 6.45
81 C 0.22 5.26 5.42
82 O -0.75 5.55 4.81
83 O 0.96 4.15 5.20
84 F 2.66 5.92 7.62
85 H 2.95 4.66 5.48
86 H 2.40 3.25 6.41
87 H 1.14 4.67 7.96
88 C 1.72 -10.08 -0.30
89 C 2.97 -9.28 -0.57
90 O 2.45 -8.09 -1.14
91 C 1.20 -7.92 -0.62
92 O 0.59 -6.91 -0.68
93 O 0.76 -9.06 -0.03
94 F 3.77 -9.89 -1.48
95 H 1.41 -10.66 -1.17
96 H 1.82 -10.75 0.55
97 H 3.55 -9.04 0.32
98 C -0.81 10.66 2.91
99 C -0.12 10.63 1.57
100 O 0.79 9.55 1.72
101 C 0.23 8.69 2.62
102 O 0.58 7.57 2.79
103 O -0.78 9.28 3.29
104 F 0.58 11.76 1.34
105 H -0.25 11.25 3.64
106 H -1.83 11.03 2.86
107 H -0.78 10.43 0.73

These are the Löwdin partial charges, in e, on atoms 1 to 99: -0.04 -0.26 -0.04 -0.04 -0.15 -0.34 -0.08 -0.05 -0.23 -0.05 -0.10 -0.21 -0.08 -0.18 -0.19 -0.07 -0.07 -0.07 -0.42 0.11 0.12 -0.34 0.15 0.15 -0.33 0.14 0.18 -0.51 0.20 0.15 0.18 0.02 0.05 0.09 0.08 0.12 0.11 0.11 0.08 0.08 0.07 0.07 0.08 0.08 0.11 0.11 0.11 0.09 0.09 0.10 0.12 0.12 0.09 0.10 0.09 0.13 0.11 -0.06 -0.32 0.13 -0.55 0.18 0.08 0.07 0.15 0.11 0.17 -0.07 -0.30 0.14 -0.52 0.15 0.10 0.08 0.10 0.13 0.17 -0.05 -0.31 0.14 -0.54 0.18 0.07 0.08 0.15 0.14 0.17 -0.05 -0.32 0.13 -0.54 0.18 0.08 0.08 0.15 0.14 0.17 -0.05 -0.31

---

A molecular structure, C13H54B3N12NiO7V. Source: the Open Molecules 2025 dataset; level of theory: ωB97M-V with the def2-TZVPD basis set.

spin multiplicity = 7
HOMO level (alpha / beta) = -13.28 / -13.27 eV
LUMO level (alpha / beta) = -5.554 / -9.223 eV
total charge = +2
energy = -4237.575189 hartree
frontier orbital gap (alpha / beta) = 7.724 / 4.042 eV

Geometry (Å):
1 Ni -1.50 -1.87 -0.72
2 V 0.18 2.19 0.02
3 B -2.04 -1.75 -2.72
4 H -3.02 -2.10 -2.42
5 H -1.30 -2.48 -2.47
6 H -2.04 -1.61 -3.80
7 H -1.88 -0.81 -2.21
8 B -0.02 -0.20 -0.45
9 H -0.56 -0.58 0.40
10 H 0.13 -0.97 -1.18
11 H -0.62 0.53 -0.97
12 H 0.88 0.28 -0.08
13 B -3.13 -1.23 0.51
14 H -2.37 -1.66 1.15
15 H -3.97 -0.79 1.02
16 H -2.63 -0.50 -0.11
17 H -3.41 -1.98 -0.20
18 C 1.06 -4.80 1.29
19 C 0.13 -4.11 0.21
20 C -1.14 -4.94 -0.06
21 O -2.00 -4.10 -0.88
22 C -3.18 -4.81 -1.24
23 N -0.39 -2.92 0.88
24 H 2.05 -4.34 1.36
25 H 1.38 -5.81 1.01
26 H 0.62 -4.79 2.29
27 H 0.65 -3.92 -0.73
28 H -1.59 -5.26 0.89
29 H -1.05 -5.85 -0.65
30 H -2.99 -5.58 -1.99
31 H -3.83 -4.06 -1.68
32 H -3.69 -5.18 -0.35
33 H -0.66 -3.30 1.78
34 H 0.42 -2.40 1.19
35 C -1.73 6.13 1.14
36 C -1.60 4.62 0.91
37 C -2.50 4.16 -0.23
38 O -1.94 2.84 -0.60
39 C -2.74 2.22 -1.64
40 N -0.18 4.27 0.74
41 H -1.62 6.85 0.32
42 H -1.20 6.45 2.03
43 H -2.77 6.26 1.44
44 H -1.94 4.11 1.82
45 H -2.34 4.91 -1.00
46 H -3.56 4.21 0.01
47 H -3.77 1.97 -1.37
48 H -2.26 1.33 -2.02
49 H -2.86 2.94 -2.45
50 H 0.12 4.39 1.70
51 H 0.24 5.09 0.34
52 C 2.26 -1.67 2.42
53 O 1.13 -1.44 2.75
54 N 2.72 -1.34 1.19
55 N 3.04 -2.44 3.11
56 H 2.15 -0.78 0.57
57 H 3.69 -1.48 0.95
58 H 3.87 -2.78 2.63
59 H 2.55 -2.89 3.88
60 C 5.04 -0.34 -1.17
61 O 5.39 -1.33 -0.53
62 N 5.85 0.59 -1.61
63 N 3.83 -0.13 -1.57
64 H 5.50 1.11 -2.41
65 H 6.83 0.50 -1.42
66 H 3.08 -0.74 -1.28
67 H 3.72 0.55 -2.32
68 C 0.33 0.01 -4.98
69 O 1.02 0.69 -5.73
70 N 0.21 0.32 -3.77
71 N -0.35 -1.09 -5.33
72 H -0.30 -0.29 -3.14
73 H 0.62 1.17 -3.42
74 H -0.49 -1.40 -6.29
75 H -0.91 -1.58 -4.65
76 C -1.47 1.62 2.96
77 O -0.66 1.71 1.99
78 N -1.49 2.41 3.98
79 N -2.45 0.85 3.06
80 H -2.21 2.29 4.69
81 H -0.85 3.18 4.11
82 H -3.17 0.96 3.76
83 H -2.65 0.22 2.29
84 C 3.13 2.75 1.72
85 O 2.02 2.31 1.30
86 N 3.49 2.35 2.94
87 N 3.95 3.37 0.95
88 H 2.77 2.06 3.59
89 H 4.42 2.51 3.30
90 H 3.75 3.43 -0.04
91 H 4.84 3.72 1.27

Per-atom Löwdin charges, elementary charge units: 0.68 1.00 -0.31 0.01 0.04 0.03 -0.02 -0.44 0.00 0.02 -0.03 -0.02 -0.28 0.01 0.03 0.01 0.00 -0.01 -0.32 -0.13 -0.28 -0.05 0.08 0.07 0.09 0.09 0.15 0.14 0.14 0.11 0.09 0.11 0.12 0.05 -0.03 -0.40 -0.11 -0.27 -0.04 0.01 0.10 0.09 0.09 0.13 0.14 0.15 0.11 0.07 0.11 0.10 0.11 -0.76 0.03 0.20 0.19 0.04 0.08 0.13 0.14 -0.77 0.02 0.17 0.18 0.11 0.13 0.10 0.12 -0.77 0.03 0.18 0.18 0.04 0.12 0.13 0.03 -0.68 -0.05 0.20 0.23 0.13 0.13 0.15 0.08 -0.65 -0.10 0.21 0.22 0.13 0.13 0.13 0.14

---

A molecular structure, CH3INP. Source: the Open Molecules 2025 dataset; level of theory: ωB97M-V with the def2-TZVPD basis set.

spin multiplicity = 1
HOMO level = -8.53 eV
LUMO level = -0.850 eV
energy = -733.625034 hartree
ΔE to the lowest compared entry with this formula, charge and spin = 27.4 kcal per mole
frontier orbital gap = 7.680 eV

Geometry (Å):
1 C 0.04 0.83 0.29
2 N -1.05 0.08 0.13
3 P -1.29 -1.33 -0.40
4 I 2.10 -0.61 -0.30
5 H 0.01 1.50 -0.57
6 H 0.04 1.27 1.28
7 H 0.15 -1.74 -0.41

Per-atom Löwdin charges, elementary charge units: -0.44 -0.53 0.81 0.33 0.06 0.07 -0.30

---

C5H8O in the gas phase. Source: the Open Molecules 2025 dataset; level of theory: ωB97M-V with the def2-TZVPD basis set.

spin multiplicity = 1
HOMO level = -8.89 eV
LUMO level = 0.810 eV
structure (SMILES) = CC=C=C(C)O
energy = -270.445712 hartree
ΔE to the lowest compared entry with this formula, charge and spin = 70.4 kcal per mole
frontier orbital gap = 9.701 eV

Geometry (Å):
1 C -2.07 0.69 1.05
2 C -0.91 0.20 0.26
3 C -0.06 0.68 -0.62
4 C 0.95 0.06 -1.21
5 C 2.28 -0.10 -0.56
6 O -0.63 -1.15 0.59
7 H -2.28 1.76 0.93
8 H -1.85 0.48 2.11
9 H -2.96 0.11 0.80
10 H 0.74 -0.56 -2.09
11 H 2.24 0.23 0.48
12 H 2.58 -1.16 -0.57
13 H 3.03 0.48 -1.10
14 H -1.05 -1.71 -0.07

Per-atom Löwdin charges, elementary charge units: -0.05 -0.41 0.02 -0.15 -0.09 -0.03 0.08 0.08 0.08 0.11 0.09 0.09 0.07 0.10

---

C4H6O2 in the gas phase. Source: the Open Molecules 2025 dataset; level of theory: ωB97M-V with the def2-TZVPD basis set.

spin multiplicity = 1
HOMO level = -8.95 eV
LUMO level = 0.619 eV
energy = -306.388698 hartree
ΔE to the lowest compared entry with this formula, charge and spin = 73.8 kcal per mole
frontier orbital gap = 9.565 eV

Geometry (Å):
1 O 1.94 -0.89 0.99
2 C 1.12 0.14 0.96
3 C -0.28 -0.41 0.80
4 C -1.05 0.41 -0.24
5 C -0.30 0.50 -1.55
6 O -0.78 0.81 -2.61
7 H 2.84 -0.55 1.11
8 H 0.79 0.28 -1.48
9 H -0.30 -1.49 0.58
10 H -0.75 -0.26 1.78
11 H -1.17 1.44 0.10
12 H -2.06 0.01 -0.43

Per-atom Löwdin charges, elementary charge units: 0.01 -0.09 -0.24 -0.17 -0.27 0.05 0.11 0.12 0.11 0.12 0.13 0.12

---

C6H10O in the gas phase. Source: the Open Molecules 2025 dataset; level of theory: ωB97M-V with the def2-TZVPD basis set.

spin multiplicity = 1
HOMO level (alpha / beta) = -7.38 / -7.38 eV
LUMO level (alpha / beta) = -0.030 / -0.030 eV
energy = -309.710232 hartree
ΔE to the lowest compared entry with this formula, charge and spin = 82.9 kcal per mole
frontier orbital gap (alpha / beta) = 7.353 / 7.353 eV

Geometry (Å):
1 C -1.79 -1.58 -0.11
2 C -0.62 -0.76 -0.66
3 C -0.24 0.36 0.26
4 C 1.88 1.01 -0.79
5 O -1.26 0.93 0.87
6 C 1.07 0.81 0.47
7 C 1.60 0.79 1.74
8 H -2.02 -2.42 -0.78
9 H -2.68 -0.96 0.00
10 H -1.54 -1.99 0.87
11 H -0.88 -0.33 -1.64
12 H 0.26 -1.38 -0.82
13 H 2.73 1.64 -0.52
14 H 2.27 0.07 -1.21
15 H 1.28 1.51 -1.56
16 H -0.91 1.70 1.34
17 H 0.86 0.61 2.54

Per-atom Löwdin charges, elementary charge units: -0.08 -0.16 -0.27 -0.09 0.12 -0.47 0.09 0.08 0.08 0.09 0.14 0.13 0.08 0.08 0.08 0.14 -0.01

---

Record order is preserved below.
Strongest force on any atom: 2.0; 7.2; 1.8; 1.0; 0.5; 0.4 eV/Å